Model A:
This record from the Open Molecules 2025 dataset describes a cluster of 2 separate species, C4H13NOP2 in total. The level of theory is the ωB97M-V functional and the def2-TZVPD basis.

## Properties
Kohn-Sham gap (spin up / spin down) ... 7.80 / 8.16 eV
HOMO energy (spin up / spin down) ... -7.46 / -8.30 eV
LUMO level (spin up / spin down) ... 0.34 / -0.14 eV

Structure (ORCA input):
```
! wB97M-V def2-TZVPD RIJCOSX def2/J DEFGRID3
* xyz 0 1
H 2.9310 1.0420 -0.7123
C 0.1404 0.8915 -1.5182
C 1.3253 0.1965 -2.1035
H -3.7820 -0.4506 3.7846
O -1.9828 2.0393 2.2776
H 3.5400 -0.0840 -2.0066
H 1.2018 -0.7788 -1.7458
H 2.9935 1.5708 -2.4980
H 1.0625 0.2107 -3.1760
H -0.0787 1.8413 -1.9758
P -1.0907 0.8492 2.8247
H 0.8008 1.5745 0.2627
H -2.9822 -1.9069 2.8221
H -0.8007 0.2457 -1.6506
C -3.0581 -1.3157 3.7616
P -0.8811 -0.1418 0.7487
N 0.0723 0.9895 -0.0390
C 2.6898 0.7401 -1.7830
H -2.6273 -1.6764 4.5952
H -2.6412 2.0503 1.5631
H 0.0985 -1.0022 1.1724
*
```

Mulliken atomic charge list, values in e, 2 entries: 0.303, -1.046

Model B:
This record from the Open Molecules 2025 dataset describes a cluster of 2 separate species, C4H13NOP2 in total. The level of theory is the ωB97M-V functional and the def2-TZVPD basis.

## Properties
Kohn-Sham gap ... 8.26 eV
HOMO energy ... -7.86 eV
LUMO level ... 0.40 eV

Structure (ORCA input):
```
! wB97M-V def2-TZVPD RIJCOSX def2/J DEFGRID3
* xyz 0 1
H -2.5974 2.6942 1.2018
H 1.9909 -1.4493 -1.0633
P -0.8545 0.4347 -0.5485
H -0.9074 0.6920 0.8554
H 0.3333 -1.7663 -1.5691
C 0.8817 -2.5492 0.3600
H -0.0477 -2.5004 0.8594
H -2.1513 4.3909 1.2968
C 1.9539 -2.2409 1.4018
P -0.4087 2.5671 -0.7922
H 2.2163 -1.2165 1.5158
H 1.7002 -2.7969 2.2450
H -3.0584 3.6353 -0.1808
C 0.9745 -1.5056 -0.7778
H 1.1340 -3.5746 -0.0520
C -2.2994 3.5172 0.6311
H 1.1018 -0.0541 0.4863
H 2.9001 -2.6128 0.9857
N 0.6628 -0.1667 -0.3441
O -1.0644 2.7823 -2.2352
H -1.7248 3.4632 -2.3562
*
```

Mulliken atomic charge list, values in e, 2 entries: 0.283, 0.346

According to the calculations, the structures order from most to least stable as model B, model A.

Model A:
This record from the Open Molecules 2025 dataset describes a cluster of 2 separate species, C2H6NO2P in total. The level of theory is the ωB97M-V functional and the def2-TZVPD basis.

## Properties
Kohn-Sham gap ... 9.63 eV
HOMO energy ... -8.90 eV
Structure (SMILES) ... N=C=O.CPO
LUMO level ... 0.73 eV

Structure (ORCA input):
```
! wB97M-V def2-TZVPD RIJCOSX def2/J DEFGRID3
* xyz 0 1
C -1.5477 -1.3258 -3.0431
P -0.6580 -0.1244 0.1784
O -2.0783 -1.7060 -2.0904
H 0.2898 0.3371 -0.7736
N -1.1006 -1.1064 -4.1251
H 1.2202 0.5049 1.6148
C 0.1555 0.7344 1.5989
H -0.5833 -2.3156 0.1543
H -0.3018 0.4049 2.5342
H 0.0022 1.8083 1.4960
H -0.4329 -0.4631 -4.4799
O 0.0141 -1.6089 0.4056
*
```

Mulliken atomic charge list, values in e, 2 entries: 0.547, 0.243

Model B:
This record from the Open Molecules 2025 dataset describes a structure of composition C2H6NO2P. The level of theory is the ωB97M-V functional and the def2-TZVPD basis.

## Properties
Kohn-Sham gap ... 9.92 eV
HOMO energy ... -9.30 eV
LUMO level ... 0.61 eV

Structure (ORCA input):
```
! wB97M-V def2-TZVPD RIJCOSX def2/J DEFGRID3
* xyz 0 1
H -1.3912 -0.5395 -1.7617
H -0.7389 -1.4513 0.3983
N 0.0737 0.2720 0.8148
H -0.6977 1.7752 2.2595
H 1.5352 1.2065 2.3329
C -0.3497 -0.4145 -1.5049
H 0.2474 0.5742 -1.6233
P 0.2375 0.8239 2.5511
C -0.2655 -0.6644 -0.0256
H 0.1078 -1.2239 -2.0161
O -0.0372 0.0847 3.8059
O 0.3720 1.4538 0.4135
*
```

Mulliken atomic charge list, values in e, 2 entries: 0.260, 0.417

According to the calculations, the structures order from most to least stable as model A, model B.

Model A:
This record from the Open Molecules 2025 dataset describes the molecule C12H24N2O3. The level of theory is the ωB97M-V functional and the def2-TZVPD basis.

## Properties
Kohn-Sham gap ... 10.29 eV
HOMO energy ... -9.42 eV
Structure (SMILES) ... CC[C@H](C)[C@H](N)C(=O)N[C@H](C(=O)O)[C@@H](C)CC
LUMO level ... 0.87 eV

Structure (ORCA input):
```
! wB97M-V def2-TZVPD RIJCOSX def2/J DEFGRID3
* xyz 0 1
C -2.1936 0.8744 0.1591
H -0.6487 -1.1769 -0.0961
C -1.3082 0.4648 -2.3551
H -0.4979 0.9474 -2.9460
H 3.5619 1.2905 3.6075
N -0.1816 -0.2930 -0.2061
H 0.8242 0.0134 2.9360
H 2.5101 -3.1288 0.9490
C -0.9252 0.7244 -0.8552
H -0.3677 -1.4026 -2.5113
H -1.5176 -1.1926 -3.8111
C 0.3401 0.2350 0.9383
C -1.3222 -1.0755 -2.7126
H -2.3913 1.2941 -3.9256
H 3.0907 -1.6695 -0.1055
H -4.5515 1.0448 -3.4460
H 2.3392 1.8925 2.2654
C 3.2745 1.3550 2.5727
O 0.1560 1.4635 1.1818
C -2.4903 1.2765 -2.8959
H -0.6843 -1.8445 2.6801
O -2.6730 -0.0304 0.8158
C -3.9580 0.9322 -2.5734
H -4.2459 1.4561 -1.7249
C 3.3479 0.1982 1.6115
N 0.0676 -1.8554 1.9413
H -2.3416 2.3309 -2.7097
H 3.2914 0.6328 0.6432
H -0.5374 1.7261 -0.5955
H -3.5138 1.9114 0.5702
H 4.0855 2.0016 2.3507
H 0.6634 -2.6828 2.1121
H 4.0591 -2.4656 1.1566
C 2.4890 -1.0404 1.9288
H -2.1487 -1.6737 -2.2513
O -2.7425 2.0309 0.0669
H 2.7813 -1.3337 2.9644
H 4.3641 -0.3006 1.6343
C 3.0053 -2.1107 0.9517
C 0.9996 -0.6441 2.0030
H -4.0099 -0.1754 -2.3193
*
```

Mulliken atomic charge list, values in e, 2 entries: 0.339, 0.507

Model B:
This record from the Open Molecules 2025 dataset describes a structure of composition C12H24N2O3. The level of theory is the ωB97M-V functional and the def2-TZVPD basis.

## Properties
Kohn-Sham gap ... 9.89 eV
HOMO energy ... -9.61 eV
LUMO level ... 0.29 eV

Structure (ORCA input):
```
! wB97M-V def2-TZVPD RIJCOSX def2/J DEFGRID3
* xyz 0 1
H -3.4609 -3.7669 0.3022
H 2.4659 3.1905 0.3230
C 3.1817 2.4453 -2.1360
H 2.5303 0.2993 1.1263
H 1.5594 1.5363 -2.9104
C -3.1203 0.3007 0.4409
C -2.1334 -2.3047 1.3095
C -1.6806 -3.4983 2.1846
C 2.2772 0.1540 -1.2717
H 0.7183 3.1231 1.1722
O -3.3805 1.7011 0.6759
C -1.5661 -0.0866 0.2920
H -1.6476 -3.4952 -0.3992
H 3.4522 2.8648 -1.0456
H 3.9749 1.8969 -2.6037
H -2.4065 2.0071 0.9272
H -0.1151 -1.6573 0.6061
H -3.0010 -1.8309 1.7626
H 1.3579 -0.5620 -1.2408
H -2.8287 -3.9265 2.5770
C 1.9329 1.6274 -1.8373
H -2.9983 -2.2943 -0.5365
H 2.7193 3.3545 -2.5411
N 1.5675 2.6676 0.4285
C 0.8984 2.3473 -0.8674
H -0.7275 -0.8963 2.1743
H -0.9746 -3.0133 3.0767
O -0.9102 1.4241 -1.8785
O -4.1101 -0.3643 0.1285
H 3.0412 -1.1429 0.3714
N -0.8250 1.1833 0.4318
H -0.0812 0.8463 1.1026
C -0.2505 1.5055 -0.8166
C -1.0368 -1.2002 1.1908
H 0.5572 3.1900 -1.7202
H 3.9875 0.5315 0.2867
H -1.0516 -4.5628 1.5528
C -2.5753 -3.0053 0.1491
H 2.9730 -0.2188 -2.0969
C 3.0488 0.0151 0.1047
H -1.3621 -0.3853 -0.7954
*
```

Mulliken atomic charge list, values in e, 2 entries: 0.290, 0.281

According to the calculations, the structures order from most to least stable as model A, model B.

Model A:
This record from the Open Molecules 2025 dataset describes the molecule C22H30N4O3. The level of theory is the ωB97M-V functional and the def2-TZVPD basis.

## Properties
Kohn-Sham gap ... 9.11 eV
HOMO energy ... -8.58 eV
Structure (SMILES) ... COc1ccc(CCN2C[C@@H](C(=O)N(C)Cc3c(C)n[nH]c3C)CCC2=O)cc1
LUMO level ... 0.52 eV

Structure (ORCA input):
```
! wB97M-V def2-TZVPD RIJCOSX def2/J DEFGRID3
* xyz 0 1
H 0.8550 -5.6458 0.6462
H -2.4915 -0.2138 1.3125
H -0.5859 4.4052 1.4458
C -0.6289 -1.8394 2.7416
O 1.0360 5.0188 -0.4114
C 0.5573 0.0427 1.7874
H -3.4369 -3.2624 1.9592
C 2.7607 2.0713 -2.2286
H 2.2423 -3.0082 0.3619
H -2.9771 -4.0341 3.4790
H 1.6660 -0.3887 -2.4762
H 2.2992 2.0306 1.7986
H 0.7546 3.6194 2.2928
H -4.2134 -0.4583 -3.4064
C -1.3600 1.0291 -2.9279
C -3.1393 -0.5235 -3.2404
C -0.9689 2.3676 -2.8632
N 0.2740 -4.9608 1.1023
H -1.3753 -0.1354 -0.0605
N 2.0029 3.0063 -0.0379
C 2.0183 -3.2122 1.4096
H 3.2933 1.1622 -1.9397
C -2.9220 -4.1182 2.3942
H 2.1234 -2.2880 1.9713
C -0.4976 -3.1894 2.1178
C -0.4682 2.2640 1.1301
H -0.6526 -1.0068 -2.8537
H -2.6715 -1.0208 -4.0963
C 1.9920 1.8123 0.7691
C -0.3936 0.0394 -2.7995
H -1.5981 -1.7531 3.2423
C 0.5872 1.1915 0.7858
C 0.9297 0.3958 -2.5873
C 1.1003 3.9792 0.2175
H -1.7262 3.1276 -2.9718
H 0.6230 3.7501 -2.6139
H 3.2335 2.4479 -3.1397
C 1.3241 1.7233 -2.5073
H 0.3984 0.7962 -0.2142
C 0.1777 3.6316 1.3656
H 2.7454 -3.9350 1.7773
O -2.6940 0.8032 -3.1066
H -1.9096 -1.7064 0.5479
H -1.1818 2.3547 0.3091
H 0.1688 -1.6763 3.4703
C 0.3516 2.7077 -2.6641
H 2.7048 1.0960 0.3612
H 2.7430 4.1393 -1.5517
H 3.9568 3.1139 -0.7599
C -1.5025 -4.1718 1.9518
H -3.4243 -5.0301 2.0856
C 2.9285 3.1455 -1.1383
H -1.0227 1.9784 2.0266
C 0.6398 -3.7406 1.5545
N -0.5182 -0.7715 1.7521
H -2.9503 -1.1077 -2.3330
N -1.0117 -5.2333 1.3384
O 1.4638 -0.1281 2.5874
C -1.6290 -0.6914 0.8368
*
```

Mulliken atomic charge list, values in e, 2 entries: 0.188, 0.200

Model B:
This record from the Open Molecules 2025 dataset describes the molecule C22H30N4O3. The level of theory is the ωB97M-V functional and the def2-TZVPD basis.

## Properties
Kohn-Sham gap ... 7.45 eV
HOMO energy ... -7.13 eV
Structure (SMILES) ... Cn1c([O-])c([C@@H](c2cc3c4c(c2)CCCN4CCC3)[N+](C)(C)C)c(=O)n(C)c1=O
LUMO level ... 0.32 eV

Structure (ORCA input):
```
! wB97M-V def2-TZVPD RIJCOSX def2/J DEFGRID3
* xyz 0 1
C -4.7976 1.9668 -0.9403
C 2.0290 -0.1010 -1.3657
H 0.5802 -0.9815 3.3928
C 4.4620 0.3949 -1.6671
H -5.0974 2.5894 -0.0809
O 3.4643 1.6249 1.4848
C -2.0194 1.5292 -0.4169
H -3.7045 2.2494 -2.7625
H -3.9229 -1.5397 2.1451
C -2.3936 2.7732 -1.1398
C -5.3002 -0.2319 -0.0158
H 1.4574 0.7433 1.8792
C -0.2983 0.2770 0.7701
H -1.2057 -0.9118 2.3902
N -4.2913 0.6950 -0.4680
C -4.7272 -1.6284 0.1269
O 0.9972 -0.6148 -1.8186
C 2.0937 0.5138 -0.0658
C -1.3526 -0.4090 1.4295
H 5.9559 1.2860 0.6637
H 6.2274 2.0034 -0.9521
C -3.7839 2.7256 -1.7784
H -4.3845 -1.9919 -0.8513
H -0.2874 -2.4235 1.6585
H -3.0060 -2.5613 1.0346
H 5.2694 2.8872 0.3067
H -4.1480 3.7447 -1.9322
C -0.6826 1.2832 -0.1098
C 1.1989 0.0647 1.0486
C 3.2784 1.2147 0.3206
H 0.3444 -2.1851 -0.0271
H 4.0781 -0.8161 -3.8501
H 0.0837 1.9378 -0.5434
H 3.0344 -2.7604 1.6655
C -2.6179 -0.4815 0.8328
H -5.7047 1.7640 -1.5212
C 1.5648 -1.2695 3.0219
H 3.7081 -1.1057 1.4560
O 5.5379 0.1643 -2.2122
C 3.4155 -1.2351 -3.0860
C -3.0063 0.5900 -0.0103
C -3.5530 -1.6096 1.1073
C 5.5247 1.9209 -0.1266
H 1.1398 -3.3427 1.1280
N 3.2691 -0.2490 -2.0442
C 2.9450 -1.8081 1.1186
H -1.6453 2.9591 -1.9188
N 4.3076 1.3279 -0.6269
H 1.8263 -2.2644 3.3997
H -6.1320 -0.2225 -0.7236
H 2.4314 -1.4734 -3.4966
H -5.4955 -2.3242 0.4800
N 1.5566 -1.3128 1.5098
H 2.9978 -2.0141 0.0394
C 0.6047 -2.3841 1.0200
H 2.3338 -0.5450 3.3125
H -5.6978 0.0822 0.9644
H 3.8771 -2.1589 -2.6954
H -2.3391 3.6443 -0.4593
*
```

Mulliken atomic charge list, values in e, 2 entries: -0.649, 0.473

According to the calculations, the structures order from most to least stable as model A, model B.